Entry from OMol25: one molecule with the formula C4H8N2O in a non-equilibrium geometry (ωB97M-V/def2-TZVPD).

XYZ file:
```
15
Properties=species:S:1:pos:R:3:forces:R:3
O -0.776 -2.627 0.723 -0.3415 0.4687 -0.5129
C -0.716 -1.447 0.395 0.7210 0.4069 0.4510
N -0.288 -0.493 1.304 -0.4028 -0.1966 0.4743
C -0.132 0.911 0.983 0.2766 -0.0017 -0.2941
C 0.937 0.874 -0.118 0.2049 1.0421 -1.0552
C 0.301 0.293 -1.331 -2.2312 -2.7460 0.2093
N -1.019 -0.880 -0.832 1.7845 0.4473 -0.3382
H 0.230 -0.883 2.073 -0.1017 0.0749 0.1304
H -1.080 1.304 0.590 0.2557 -0.0458 0.1300
H 0.131 1.466 1.891 0.0705 -0.1594 -0.3080
H 1.868 0.431 0.277 -0.5251 -0.1233 -0.4940
H 1.215 1.734 -0.813 0.2190 0.4888 2.0626
H 1.095 0.000 -2.048 -1.0446 -0.6802 0.1565
H -0.406 0.996 -1.738 0.1226 0.1507 -0.3391
H -1.439 -1.636 -1.401 0.9921 0.8735 -0.2726
```
Forces are in eV/Å.

Output
* LUMO: 0.8 eV
* total charge: 0
* SMILES: O=C1NCCCN1
* highest occupied orbital energy: -9.3 eV
* maximum force: 0.06893 Eh/bohr

Atomic partial charges in e from the natural (NBO) method, atoms 1 to 4:
1 O -0.657
2 C 0.754
3 N -0.639
4 C -0.225